# 1
Density functional theory data (ωB97M-V/def2-TZVPD) for a 2-piece molecular cluster, C34H36ClN2O overall.

The HOMO energy is -10.18 eV. For the molecular weight, the calculation gives 524.13 g/mol. As for the HOMO-LUMO gap: 0.194 Eh. The net charge is +1. Its total energy is -53385.31243 eV.

Last column: Mulliken charge in e.
Positions of all 74 atoms, in Å:
1 Cl 4.651 0.202 1.464  -0.19
2 C 2.983 0.066 1.852  0.27
3 C 2.369 -1.196 1.822  -0.76
4 C 0.988 -1.278 1.954  -0.31
5 C 0.209 -0.092 2.015  0.43
6 C -1.181 -0.116 1.648  1.10
7 C -2.090 1.060 1.844  -0.84
8 C -3.510 0.528 1.453  -0.91
9 C -3.282 -0.924 1.178  -0.39
10 C -1.961 -1.280 1.407  -0.91
11 C 0.872 1.134 2.298  -0.29
12 C 2.253 1.215 2.197  -0.81
13 H 2.980 -2.084 1.678  0.55
14 H 0.502 -2.253 2.013  0.62
15 H -2.083 1.372 2.903  0.62
16 H -1.798 1.938 1.254  0.09
17 H -4.214 0.696 2.283  0.46
18 H -3.905 1.070 0.581  0.24
19 H -4.082 -1.600 0.877  0.50
20 H -1.573 -2.301 1.404  0.62
21 H 0.294 2.022 2.562  0.38
22 H 2.773 2.159 2.341  0.46
23 C -3.055 -2.247 -5.267  -0.97
24 N -2.387 -1.975 -4.023  0.09
25 C -1.070 -2.332 -3.820  0.02
26 O -0.311 -2.821 -4.657  -0.69
27 C -0.706 -1.894 -2.402  -0.43
28 C -0.622 -3.102 -1.455  -0.02
29 C 0.761 -3.578 -1.089  0.33
30 C 0.934 -4.286 0.112  -0.29
31 C 2.195 -4.761 0.475  -0.88
32 C 3.291 -4.552 -0.374  -0.50
33 C 3.112 -3.871 -1.584  -0.74
34 C 1.846 -3.404 -1.954  -0.36
35 N -1.835 -1.017 -2.096  0.57
36 C -1.726 0.167 -1.469  -0.07
37 C -0.570 0.534 -0.801  -0.40
38 C -0.042 1.890 -0.907  0.66
39 C 1.351 2.136 -0.997  -0.19
40 C 1.826 3.404 -1.329  -0.98
41 C 0.928 4.465 -1.516  -0.45
42 C -0.442 4.259 -1.316  -1.05
43 C -0.929 2.983 -1.031  -0.27
44 C -3.016 -1.519 -2.811  0.58
45 C -3.657 -2.731 -2.076  -0.24
46 C -5.069 -2.824 -2.641  -0.90
47 C -5.411 -1.445 -3.242  -0.64
48 C -4.189 -0.542 -3.026  -1.37
49 H -2.286 -2.504 -6.005  0.40
50 H -3.770 -3.078 -5.179  0.29
51 H -3.606 -1.359 -5.603  0.28
52 H 0.232 -1.323 -2.434  0.95
53 H -1.165 -2.848 -0.532  -0.25
54 H -1.169 -3.943 -1.925  0.52
55 H 0.065 -4.461 0.754  0.48
56 H 2.321 -5.295 1.420  0.39
57 H 4.275 -4.935 -0.094  0.41
58 H 3.961 -3.711 -2.249  0.44
59 H 1.687 -2.928 -2.924  0.51
60 H -2.599 0.825 -1.533  0.25
61 H 0.141 -0.247 -0.517  0.28
62 H 2.039 1.302 -0.833  0.44
63 H 2.898 3.572 -1.453  0.42
64 H 1.297 5.442 -1.830  0.41
65 H -1.139 5.093 -1.401  0.41
66 H -2.003 2.809 -0.925  0.21
67 H -3.076 -3.646 -2.228  0.01
68 H -3.651 -2.498 -1.002  0.10
69 H -5.107 -3.607 -3.406  0.31
70 H -5.789 -3.096 -1.861  0.40
71 H -5.652 -1.526 -4.309  0.27
72 H -6.294 -1.033 -2.741  0.48
73 H -4.326 0.039 -2.105  0.32
74 H -3.992 0.162 -3.845  0.55

=====

# 2
Density functional theory data (ωB97M-V/def2-TZVPD) for C34H36IN4O3Pt as an isolated structure.

The HOMO energy (spin up / spin down) is -10.30 / -10.30 eV. The value obtained for the relative energy (zero: lowest compared OMol25 entry of this formula, charge and spin) is 5.187 eV. For the molecular weight, the calculation gives 870.67 g/mol. As for the HOMO-LUMO gap (spin up / spin down): 0.222 / 0.221 Eh. The net charge is +1. Its total energy is -59282.09186 eV.

Last column: Mulliken charge in e.
Positions of all 79 atoms, in Å:
1 Pt 0.340 -0.321 0.656  2.66
2 C -2.906 0.968 -2.821  -0.85
3 C -2.734 1.918 -1.678  0.39
4 N -3.415 3.030 -1.672  -0.67
5 C -3.285 3.892 -0.641  -1.07
6 C -2.444 3.673 0.412  0.32
7 C -2.416 4.634 1.564  -0.60
8 O -3.018 4.075 2.738  -0.58
9 C -1.675 2.468 0.435  0.92
10 C -0.815 2.264 1.571  -0.89
11 N -0.540 1.140 2.157  -0.10
12 C 0.062 1.271 3.447  0.13
13 C -0.549 2.159 4.343  -0.16
14 C -0.053 2.361 5.618  -0.80
15 C 1.065 1.665 6.046  -0.69
16 C 1.664 0.757 5.191  -0.66
17 C 1.156 0.553 3.914  0.50
18 I 2.177 -0.916 2.805  0.23
19 C -1.822 1.558 -0.620  -0.51
20 O -1.200 0.429 -0.760  -1.10
21 H -3.628 1.384 -3.520  0.41
22 H -3.264 -0.001 -2.467  0.10
23 H -1.959 0.804 -3.339  0.21
24 H -3.901 4.781 -0.678  0.36
25 H -2.956 5.544 1.301  0.43
26 H -1.393 4.933 1.813  0.26
27 H -3.313 3.184 2.528  0.43
28 H -0.427 3.173 2.031  0.83
29 H -1.432 2.697 4.023  0.54
30 H -0.550 3.061 6.275  0.43
31 H 1.465 1.811 7.040  0.40
32 H 2.527 0.196 5.523  0.37
33 C 1.160 2.069 -2.115  -0.87
34 C 2.593 1.723 -1.851  0.78
35 C 3.608 2.606 -2.208  -0.99
36 C 4.937 2.315 -1.955  -0.95
37 C 5.273 1.126 -1.330  -0.82
38 C 4.293 0.214 -0.955  1.31
39 C 4.696 -1.079 -0.297  -1.30
40 C 2.960 0.524 -1.244  -0.94
41 N 1.957 -0.437 -0.853  0.20
42 C 1.794 -1.482 -1.577  1.63
43 C 2.534 -1.782 -2.845  -1.85
44 C 0.756 -2.510 -1.184  0.06
45 C 1.053 -3.964 -1.394  -1.80
46 N -0.344 -2.037 -0.760  1.01
47 C -1.519 -2.845 -0.505  -0.59
48 C -2.077 -3.264 0.727  0.93
49 C -1.450 -3.139 2.081  -1.07
50 C -3.324 -3.881 0.724  -1.28
51 C -4.020 -4.136 -0.443  -0.94
52 C -3.471 -3.734 -1.640  -0.98
53 C -2.248 -3.071 -1.687  1.71
54 C -1.743 -2.605 -3.030  -1.46
55 H 1.084 3.066 -2.546  0.52
56 H 0.590 2.055 -1.189  -0.11
57 H 0.683 1.364 -2.799  0.22
58 H 3.340 3.540 -2.684  0.45
59 H 5.709 3.017 -2.238  0.41
60 H 6.311 0.896 -1.124  0.47
61 H 5.675 -0.974 0.168  0.49
62 H 4.764 -1.895 -1.020  0.21
63 H 3.992 -1.378 0.479  0.01
64 H 3.039 -0.900 -3.230  0.43
65 H 1.833 -2.151 -3.596  0.44
66 H 3.277 -2.565 -2.678  0.38
67 H 0.880 -4.252 -2.434  0.31
68 H 0.414 -4.572 -0.758  0.44
69 H 2.096 -4.183 -1.163  0.48
70 H -0.632 -3.868 2.092  0.31
71 H -1.985 -3.364 2.999  0.50
72 H -1.248 -1.558 2.309  0.05
73 H -3.754 -4.183 1.672  0.42
74 H -4.982 -4.627 -0.409  0.43
75 H -4.007 -3.901 -2.566  0.46
76 H -2.573 -2.506 -3.726  0.55
77 H -1.038 -3.320 -3.462  0.28
78 H -1.252 -1.636 -2.955  0.04
79 O -0.394 -1.859 1.966  -0.23

=====

# 3
Density functional theory data (ωB97M-V/def2-TZVPD) for a 2-piece molecular cluster, C34H36N2O3 overall.

The HOMO energy is -5.91 eV. The value obtained for the relative energy (zero: lowest compared OMol25 entry of this formula, charge and spin) is 0.000 eV. For the molecular weight, the calculation gives 520.67 g/mol. As for the HOMO-LUMO gap: 0.150 Eh. Its total energy is -44961.20039 eV.

Last column: Mulliken charge in e.
Positions of all 75 atoms, in Å:
1 C 0.114 -1.906 2.435  -1.30
2 C -0.015 -0.445 2.658  0.85
3 C 1.233 0.348 2.793  -0.03
4 C 1.408 1.685 2.108  -1.42
5 O 2.169 -0.135 3.459  -0.34
6 C -1.203 0.260 2.132  0.75
7 C -2.263 -0.484 1.333  -1.33
8 O -1.436 1.453 2.397  -0.73
9 H -0.739 -2.468 2.830  0.26
10 H 0.171 -2.094 1.353  0.43
11 H 1.009 -2.295 2.930  0.18
12 H 0.493 2.297 2.181  0.52
13 H 2.267 2.194 2.570  0.27
14 H 1.634 1.473 1.046  0.27
15 H -1.925 -1.421 0.881  0.34
16 H -3.152 -0.689 1.949  0.23
17 H -2.572 0.197 0.532  0.40
18 C 7.175 -3.637 5.829  -1.03
19 N 6.486 -2.433 6.210  0.35
20 C 7.161 -1.252 6.374  0.38
21 O 8.384 -1.090 6.280  -0.68
22 C 6.132 -0.164 6.611  -0.08
23 C 6.327 1.026 5.673  -1.41
24 C 6.222 0.588 4.230  0.26
25 C 7.341 0.110 3.543  -0.25
26 C 7.214 -0.396 2.239  -0.70
27 C 5.966 -0.398 1.610  -0.72
28 C 4.872 0.189 2.249  -0.60
29 C 5.008 0.697 3.550  0.31
30 N 4.874 -0.864 6.360  0.77
31 C 3.670 -0.278 6.376  -1.27
32 C 2.548 -1.009 6.031  0.88
33 C 1.247 -0.573 6.240  -0.61
34 C 0.167 -1.515 6.488  -0.41
35 C -0.113 -2.184 7.711  -0.51
36 C -1.129 -3.151 7.770  -0.52
37 C -1.887 -3.462 6.634  -0.67
38 C -1.646 -2.778 5.429  -0.33
39 C -0.685 -1.777 5.409  0.05
40 C 5.047 -2.299 6.056  -0.78
41 C 4.260 -3.195 6.956  -0.71
42 C 4.631 -3.417 8.237  -0.29
43 C 3.805 -4.110 9.216  0.77
44 C 4.269 -4.283 10.540  -0.42
45 C 3.481 -4.934 11.492  -0.58
46 C 2.217 -5.432 11.139  -0.45
47 C 1.743 -5.262 9.828  -0.65
48 C 2.523 -4.603 8.880  -0.32
49 H 8.242 -3.497 6.004  0.37
50 H 6.804 -4.470 6.434  0.29
51 H 7.009 -3.875 4.767  0.35
52 H 6.164 0.131 7.682  0.31
53 H 5.593 1.809 5.913  0.49
54 H 7.343 1.387 5.875  0.62
55 H 8.308 0.103 4.045  0.42
56 H 8.094 -0.773 1.729  0.40
57 H 5.843 -0.847 0.626  0.43
58 H 3.910 0.252 1.753  0.23
59 H 4.141 1.129 4.045  0.42
60 H 3.598 0.739 6.760  0.43
61 H 2.684 -1.902 5.412  0.55
62 H 1.079 0.489 6.394  0.48
63 H 0.456 -1.922 8.605  0.41
64 H -1.324 -3.694 8.700  0.44
65 H -2.693 -4.200 6.666  0.36
66 H -2.192 -3.018 4.512  0.39
67 H -0.548 -1.138 4.544  0.39
68 H 4.760 -2.495 5.009  0.40
69 H 3.332 -3.588 6.545  0.70
70 H 5.598 -3.037 8.584  0.30
71 H 5.253 -3.900 10.809  0.37
72 H 3.842 -5.058 12.514  0.37
73 H 1.600 -5.954 11.874  0.36
74 H 0.761 -5.637 9.537  0.41
75 H 2.145 -4.456 7.865  0.20